Entry 1:
{"formula": "C42H70BF3N3O11PS", "method": "ωB97M-V with the def2-TZVPD basis set", "elements": ["S", "P", "F", "F", "F", "O", "O", "O", "O", "O", "O", "O", "O", "O", "O", "O", "N", "N", "N", "C", "C", "C", "C", "C", "C", "C", "C", "C", "C", "C", "C", "C", "C", "C", "C", "C", "C", "C", "C", "C", "C", "C", "C", "C", "C", "C", "C", "C", "C", "C", "C", "C", "C", "C", "C", "C", "C", "C", "C", "C", "C", "B", "H", "H", "H", "H", "H", "H", "H", "H", "H", "H", "H", "H", "H", "H", "H", "H", "H", "H", "H", "H", "H", "H", "H", "H", "H", "H", "H", "H", "H", "H", "H", "H", "H", "H", "H", "H", "H", "H", "H", "H", "H", "H", "H", "H", "H", "H", "H", "H", "H", "H", "H", "H", "H", "H", "H", "H", "H", "H", "H", "H", "H", "H", "H", "H", "H", "H", "H", "H", "H", "H"], "positions_angstrom": [[-0.86474, 3.36222, -0.29898], [-0.44793, 2.33626, 1.27933], [1.88834, -0.74095, 3.99873], [2.82439, 0.94367, 4.96743], [0.95600, 1.23106, 3.93831], [2.22176, 1.48565, 1.47075], [9.93139, 3.34180, -1.32499], [2.75866, 3.41827, 3.38634], [-5.95508, -0.80573, -0.93469], [4.95108, 2.53318, 3.43622], [-1.92045, -3.11254, -2.68437], [-1.77704, 1.54811, 1.71985], [-2.50406, -6.15457, 0.72155], [-6.42494, -1.32395, -5.68129], [-0.06729, 3.30743, 2.49034], [-3.24465, 4.76378, 2.19275], [-0.15021, -0.70525, 2.08518], [6.29252, 0.71920, 1.53374], [3.43200, -1.24284, 1.65277], [5.42552, 1.25019, -1.09037], [-2.71359, -4.23340, -2.30067], [0.45843, -0.29012, 0.98029], [-4.08116, 6.65485, 3.34442], [-5.57949, 1.26655, 0.14611], [-6.45488, -0.21899, -6.58594], [-4.15157, -3.73379, -2.22932], [4.06058, -0.02522, 2.24907], [0.61768, -1.06329, -0.16016], [-0.59757, -1.95439, 2.09663], [4.55691, 0.77774, -0.12241], [5.02211, 0.54352, 1.17032], [-3.87697, -6.13291, 0.32090], [-4.52589, -7.36907, 0.92698], [-4.15504, -2.63722, -3.29197], [-7.19202, -2.12820, -7.76870], [-6.68757, -2.53502, -6.39013], [-2.31483, -7.14053, 1.74002], [-6.85861, 0.64193, 0.70131], [11.26271, 3.52075, -0.83656], [5.69201, -1.76250, 3.15297], [-3.54599, 5.76920, 1.21448], [11.30187, 3.89684, -3.17062], [-2.76557, -2.04531, -3.12167], [-6.45306, -0.81058, -7.98947], [2.11236, 0.56393, 3.84925], [-7.19832, -0.38043, -0.37718], [-0.47679, -2.79490, 1.00807], [-3.71736, 5.18212, 3.47511], [2.93306, 0.99726, 2.60765], [6.19716, -2.57803, 4.11912], [0.13809, -2.36458, -0.15260], [-3.70684, -7.55160, 2.20370], [7.11808, 1.15643, 0.58203], [4.86762, -0.52373, 3.45024], [9.93275, 3.37699, -2.75334], [-4.51543, 6.73513, 1.88312], [12.18589, 3.37705, -2.03937], [6.75139, 1.42826, -0.71974], [-4.90352, 0.06255, -0.49240], [5.37746, 2.81337, 4.76073], [0.95409, 1.14509, 0.93064], [3.60948, 2.37382, 3.19449], [9.11353, 4.00968, -3.09707], [-6.99114, -2.87943, -8.53096], [4.67745, 3.47386, 5.28526], [-0.88376, 3.67962, 2.85818], [-1.09929, -2.31145, 2.98854], [1.05019, 1.35781, -0.13598], [-4.34625, -3.29491, -1.24754], [-3.96003, 5.29669, 0.32478], [5.09480, 1.47230, -2.09622], [-7.41132, -3.12797, -5.82959], [-5.59604, 0.42510, -6.39408], [7.49259, 1.77052, -1.42917], [-6.92376, -0.15831, -8.72341], [-1.77511, -7.98877, 1.30588], [11.30519, 4.98888, -3.17610], [11.33856, 4.52034, -0.39557], [6.92974, -2.25289, 4.85612], [-4.28838, -0.47865, 0.23526], [3.25395, 4.22065, 3.58444], [-4.26340, -3.07958, -4.28541], [-7.80100, 0.06920, -1.17406], [2.67946, -0.95156, 1.04179], [-6.64711, 0.13663, 1.64666], [13.11970, 3.92459, -1.92260], [-4.88480, -4.52067, -2.40312], [-4.59412, 4.57866, 3.73611], [0.25535, -2.99739, -1.02055], [-4.06358, -6.86741, 2.97669], [1.11090, -0.63207, -1.02242], [-2.59844, -5.01865, -3.05822], [-2.34912, -4.61748, -1.34748], [-2.36050, -1.61730, -4.03956], [6.33452, 3.32981, 4.72470], [-7.36829, 0.35669, -6.40020], [-5.42915, -1.00702, -8.31494], [-2.61289, 6.26777, 0.93684], [-3.19841, 7.27722, 3.50621], [-3.73622, -8.56328, 2.60515], [-1.82831, 1.44265, 2.68028], [-5.75436, -3.10530, -6.46269], [5.45125, 1.89390, 5.34358], [-2.76601, -1.26934, -2.34799], [-3.93834, -6.11598, -0.76582], [-4.27603, 0.32979, -1.34286], [-4.95663, 1.74794, 0.89847], [-5.59320, -7.24374, 1.10144], [-4.33138, -5.21444, 0.70854], [12.42648, 2.32502, -2.20708], [-4.46397, 7.73888, 1.46458], [5.56352, 0.22931, 3.83397], [-7.73300, -1.24841, 0.01167], [-1.70647, -6.71773, 2.54032], [3.51865, 0.59533, -0.35462], [-4.94330, -1.89888, -3.16017], [-8.26956, -1.95216, -7.73954], [-0.87902, -3.80053, 1.06149], [4.09502, -1.67696, 1.02149], [-5.54106, 6.37369, 1.77874], [-4.84939, 6.96479, 4.05131], [11.46077, 2.78390, -0.05749], [-5.82685, 2.00868, -0.61612], [4.24727, -0.81290, 4.28837], [-4.38697, -8.22911, 0.26824], [-7.66124, 1.35841, 0.87102], [9.76658, 2.35990, -3.12678], [-2.94089, 5.00389, 4.22250], [11.60160, 3.55099, -4.15856], [5.88166, -2.02810, 2.11321], [8.15962, 1.27270, 0.86413], [5.89684, -3.62203, 4.18397]], "atomic_forces_ev_per_a": [[0.15, -0.30, -0.37], [-0.61, 1.27, -0.98], [-0.16, 0.21, -0.01], [-0.02, -0.15, -0.16], [0.05, -0.33, -0.11], [-0.15, -0.25, 0.05], [0.01, -0.03, -0.03], [0.03, -0.11, -0.08], [0.05, 0.01, 0.04], [-0.13, -0.48, 0.18], [0.17, 0.03, -0.06], [0.21, 0.16, 0.52], [-0.01, -0.01, 0.02], [0.00, 0.00, -0.05], [-0.04, -0.76, 0.55], [0.05, 0.00, 0.17], [0.02, -0.17, 0.20], [-0.19, 0.15, -0.65], [-0.35, 0.38, -0.01], [0.19, -0.10, 0.38], [-0.04, -0.08, -0.05], [0.10, 0.50, 0.13], [0.10, 0.07, -0.02], [-0.09, 0.05, -0.04], [-0.11, 0.03, 0.02], [0.05, 0.15, 0.10], [-0.03, -1.03, -1.13], [-0.04, -0.14, -0.04], [0.02, 0.15, -0.19], [-0.07, 0.11, -0.17], [-0.20, 0.14, 0.73], [-0.10, 0.08, 0.14], [0.12, -0.10, 0.01], [-0.06, -0.08, -0.09], [-0.09, 0.06, 0.02], [0.11, -0.03, 0.00], [0.01, -0.11, -0.08], [0.07, -0.05, 0.05], [0.00, 0.11, 0.02], [-0.04, -0.15, 0.19], [0.16, 0.07, 0.00], [0.01, 0.10, 0.05], [-0.04, 0.10, 0.15], [0.10, -0.06, -0.01], [-0.02, 0.08, 0.03], [-0.01, 0.10, -0.07], [-0.19, -0.88, -0.28], [-0.13, -0.05, -0.06], [0.80, 0.74, 0.98], [0.27, 0.09, -0.18], [0.22, 0.39, 0.10], [-0.05, 0.10, 0.03], [0.49, -0.17, 0.16], [1.81, 0.67, 0.57], [0.01, -0.12, -0.02], [-0.09, -0.11, 0.04], [-0.02, -0.11, -0.04], [-0.12, 0.14, -0.33], [0.04, -0.08, 0.08], [-0.10, 0.45, 0.12], [-0.35, -0.34, 0.08], [0.01, 0.47, -0.22], [-0.02, 0.00, 0.05], [0.03, 0.00, 0.00], [-0.05, -0.03, -0.05], [0.06, 0.31, -0.19], [0.06, 0.14, 0.10], [0.26, 0.18, 0.07], [-0.05, 0.00, -0.01], [0.05, -0.11, 0.03], [-0.07, -0.06, 0.01], [0.01, 0.02, 0.04], [0.01, -0.02, 0.05], [0.04, 0.06, 0.07], [-0.02, 0.00, 0.01], [0.00, -0.03, 0.05], [-0.01, 0.00, -0.01], [0.05, -0.01, 0.01], [-1.42, 0.57, 1.15], [0.05, 0.05, 0.00], [-0.11, 0.03, 0.07], [0.02, 0.03, -0.01], [-0.05, 0.01, 0.04], [-0.09, -0.06, 0.06], [-0.01, -0.01, 0.00], [-0.01, 0.03, 0.00], [-0.01, 0.01, -0.04], [0.00, 0.03, 0.06], [-0.17, -0.06, 0.02], [0.01, -0.01, 0.01], [-0.04, -0.10, -0.07], [-0.05, -0.03, 0.03], [0.09, 0.02, -0.02], [0.04, -0.04, 0.00], [0.09, -0.19, -0.07], [0.02, 0.04, -0.04], [0.00, 0.01, 0.00], [-0.02, 0.00, -0.05], [0.00, -0.01, 0.01], [0.01, -0.01, -0.02], [0.07, -0.42, -0.06], [-0.03, -0.05, -0.03], [0.14, -0.03, -0.06], [-0.01, 0.04, -0.04], [0.06, -0.01, -0.01], [-0.02, -0.03, -0.03], [0.03, -0.01, -0.01], [0.00, 0.03, 0.02], [-0.07, -0.01, -0.06], [0.01, 0.00, 0.01], [0.03, 0.00, 0.00], [-0.29, 0.30, -0.13], [0.03, -0.03, -0.03], [0.02, 0.04, -0.03], [0.00, 0.04, -0.04], [-0.03, -0.03, 0.03], [0.00, -0.01, 0.01], [-0.02, 0.01, 0.02], [0.07, -0.14, 0.17], [0.00, 0.01, -0.01], [-0.02, -0.02, -0.01], [-0.05, -0.01, 0.00], [0.02, 0.00, -0.01], [-0.30, 0.02, -0.22], [-0.01, 0.01, -0.01], [0.00, 0.01, -0.02], [0.00, 0.02, -0.06], [0.01, -0.02, -0.01], [0.00, -0.03, 0.01], [-1.49, -0.83, -0.06], [-0.03, 0.04, 0.09], [1.43, -0.47, -1.17]], "homo_lumo_gap_ev": 7.932, "smiles": "C=CC[C@](N)(c1ccccn1)[C@](O[C@@H](c1ccccn1)P(O)(O)=S)(B(O)OC)C(F)(F)F.C1CCOC1.C1CCOC1.C1CCOC1.C1CCOC1.C1CCOC1.C1CCOC1", "energy_ev": -100633.4114, "homo_ev": -7.34, "lumo_ev": 0.590, "largest_force_ha_per_bohr": 0.0393}

---

Entry 2:
{"formula": "H4N2O2S", "method": "ωB97M-V with the def2-TZVPD basis set", "elements": ["S", "O", "O", "N", "N", "H", "H", "H", "H"], "positions_angstrom": [[-0.71255, 0.03635, -0.45421], [-1.25460, 1.31542, 0.44796], [-1.69516, -0.95691, 0.26228], [0.64607, -0.71912, -0.06485], [1.82293, -0.03256, -0.33924], [-1.06549, 1.51816, 1.35946], [1.64885, 0.94326, -0.03205], [2.00246, -0.21601, -1.42775], [-1.39252, -1.88859, 0.24840]], "atomic_forces_ev_per_a": [[1.60, -0.31, 0.59], [0.15, 0.56, -1.51], [-1.22, -1.56, 0.11], [-3.09, 0.05, 1.18], [0.87, 0.27, -3.04], [0.47, -0.64, 0.89], [0.96, -0.53, -1.07], [-0.04, 1.53, 2.90], [0.29, 0.64, -0.05]], "homo_lumo_gap_ev": 8.851, "relative_energy_kj_mol": 342.81, "energy_ev": -17971.5924, "homo_ev": -8.26, "lumo_ev": 0.591, "largest_force_ha_per_bohr": 0.0643}

---

Entry 3:
{"formula": "C5H6O2", "method": "ωB97M-V with the def2-TZVPD basis set", "elements": ["O", "O", "C", "C", "C", "C", "C", "H", "H", "H", "H", "H", "H"], "positions_angstrom": [[-3.32086, 0.57565, -0.47838], [1.61319, -0.68252, -0.95766], [-0.11273, 0.13501, 1.15151], [-1.37746, -0.34446, 0.59601], [-2.18532, 0.73467, -0.11439], [1.08330, 0.32225, 1.09827], [2.19010, -0.12267, 0.21302], [2.70984, -0.95345, 0.68772], [1.13714, 0.02646, -1.40633], [-0.91670, -0.96374, -0.20570], [-1.62454, 1.67742, -0.29651], [-2.01196, -0.97387, 1.23329], [2.91900, 0.65762, -0.03236]], "atomic_forces_ev_per_a": [[0.48, 0.12, 0.16], [0.16, 0.15, -0.29], [0.53, 0.10, 0.02], [0.10, 0.04, -0.06], [-0.32, -0.17, 0.08], [-0.69, -0.30, -0.26], [0.32, 0.01, 0.33], [0.16, 0.13, 0.07], [0.08, -0.08, -0.07], [-0.72, -0.11, 0.14], [-0.16, -0.08, -0.06], [0.21, 0.24, -0.17], [-0.15, -0.05, 0.11]], "homo_lumo_gap_ev": 10.505, "relative_energy_kj_mol": 329.38, "smiles": "O=CCC#CCO", "energy_ev": -9373.6818, "homo_ev": -9.93, "lumo_ev": 0.580, "largest_force_ha_per_bohr": 0.0154}

---

Please write out number 3 again, unchanged.
{"formula": "C5H6O2", "method": "ωB97M-V with the def2-TZVPD basis set", "elements": ["O", "O", "C", "C", "C", "C", "C", "H", "H", "H", "H", "H", "H"], "positions_angstrom": [[-3.32086, 0.57565, -0.47838], [1.61319, -0.68252, -0.95766], [-0.11273, 0.13501, 1.15151], [-1.37746, -0.34446, 0.59601], [-2.18532, 0.73467, -0.11439], [1.08330, 0.32225, 1.09827], [2.19010, -0.12267, 0.21302], [2.70984, -0.95345, 0.68772], [1.13714, 0.02646, -1.40633], [-0.91670, -0.96374, -0.20570], [-1.62454, 1.67742, -0.29651], [-2.01196, -0.97387, 1.23329], [2.91900, 0.65762, -0.03236]], "atomic_forces_ev_per_a": [[0.48, 0.12, 0.16], [0.16, 0.15, -0.29], [0.53, 0.10, 0.02], [0.10, 0.04, -0.06], [-0.32, -0.17, 0.08], [-0.69, -0.30, -0.26], [0.32, 0.01, 0.33], [0.16, 0.13, 0.07], [0.08, -0.08, -0.07], [-0.72, -0.11, 0.14], [-0.16, -0.08, -0.06], [0.21, 0.24, -0.17], [-0.15, -0.05, 0.11]], "homo_lumo_gap_ev": 10.505, "relative_energy_kj_mol": 329.38, "smiles": "O=CCC#CCO", "energy_ev": -9373.6818, "homo_ev": -9.93, "lumo_ev": 0.580, "largest_force_ha_per_bohr": 0.0154}